No. 1
Computed, not measured: the molecule C28H32BNO4 at a distorted geometry, with ωB97M-V/def2-TZVPD.

Geometry as XYZ:
```
66
Properties=species:S:1:pos:R:3:mulliken_charge:R:1
C 6.737 -0.363 -2.075 -1.159
C 5.288 0.135 -2.268 1.169
C 5.125 1.567 -2.162 -0.878
C 3.746 1.895 -2.194 -0.181
C 2.770 0.864 -2.323 -0.710
B 2.701 -1.975 0.513 1.269
O 3.733 -1.234 0.975 -0.475
C 3.058 -0.180 1.945 -0.863
C 1.783 0.115 1.088 0.914
C 0.318 0.358 1.263 -1.788
C 1.239 -1.862 0.867 -1.021
O 2.010 -2.529 -0.491 -0.727
C 2.207 1.097 0.088 -1.371
O 2.433 0.226 -1.268 0.161
O 4.175 -0.446 -2.409 -0.585
H 7.414 0.530 -2.055 0.315
H 6.946 -0.823 -1.087 0.261
H 7.200 -1.050 -2.817 0.319
H 5.948 2.272 -1.967 0.271
H 3.219 2.798 -1.938 0.508
H 2.904 -0.575 3.007 0.217
H 3.731 0.697 1.865 0.407
H 0.377 0.241 -1.139 0.548
H -0.064 -0.412 2.007 0.658
H -0.047 1.294 1.690 0.205
H 1.464 -2.332 1.827 0.270
H 0.197 -1.943 0.575 0.541
H 1.446 1.861 0.016 0.364
H 3.150 1.611 0.281 0.761
C -1.677 -2.856 -1.477 -2.029
C -1.813 -2.125 -0.200 0.798
N -2.560 -2.761 0.766 0.265
C -3.013 -4.172 0.627 -0.839
C -2.747 -1.922 1.879 -0.076
C -2.138 -0.699 1.613 0.942
C -2.282 0.300 2.612 0.536
C -3.029 0.024 3.773 -1.155
C -3.591 -1.266 3.994 -0.726
C -3.468 -2.252 3.022 -1.232
C -1.462 -0.837 0.254 -1.360
C -0.367 0.181 -0.209 2.260
C -1.251 1.386 -0.683 -0.233
C -2.597 1.367 -0.400 -0.070
C -3.313 2.455 -0.809 -1.306
C -2.776 3.371 -1.682 0.821
C -3.615 4.613 -1.627 -1.384
C -1.607 3.136 -2.365 -1.149
C -0.715 2.325 -1.627 -0.188
H -1.323 -2.172 -2.247 0.479
H -0.990 -3.734 -1.406 0.333
H -2.670 -3.250 -1.745 0.475
H -3.569 -4.334 1.566 0.335
H -3.678 -4.290 -0.252 0.269
H -2.126 -4.831 0.525 0.282
H -1.914 1.322 2.507 0.418
H -3.171 0.809 4.564 0.325
H -4.053 -1.460 4.940 0.436
H -3.915 -3.228 3.189 0.266
H 0.278 -0.566 -0.887 0.407
H -3.132 0.521 -0.002 0.804
H -4.276 2.607 -0.383 0.455
H -3.456 5.458 -2.317 0.365
H -4.695 4.393 -1.732 0.323
H -3.529 4.953 -0.560 0.302
H -1.376 3.459 -3.399 0.384
H 0.407 2.237 -1.636 0.067
```

As for the energy above the lowest of the compared OMol25 structures with the same formula, charge and spin: 1262.83 kJ/mol. The calculation puts the maximum force at 6.790 eV Å⁻¹. As for the LUMO energy: 0.407 eV. As for the multiplicity: 1. The calculation puts the HOMO energy at -4.38 eV.

=====

No. 2
Computed, not measured: a structure of composition C28H32ClF6N14O3PS2Ti, with ωB97M-V/def2-TZVPD.

Geometry as XYZ:
```
88
Properties=species:S:1:pos:R:3:lowdin_spin:R:1
Ti 1.613 -1.318 -1.530 0.958
N 3.856 -2.317 0.969 0.005
C 2.544 -2.237 1.331 0.030
N 2.087 -2.557 2.528 0.001
N 0.763 -2.311 2.453 0.016
N 0.437 -1.871 1.297 0.002
N 1.556 -1.792 0.528 0.097
C 4.382 -1.728 -0.154 0.004
N 5.672 -1.566 -0.360 0.002
N 5.738 -0.956 -1.562 0.002
N 4.569 -0.753 -2.042 0.006
N 3.652 -1.249 -1.171 0.009
H 4.508 -2.605 1.680 0.000
O 1.256 1.670 -3.731 0.017
S 0.824 1.884 -2.373 0.026
O -0.605 1.952 -2.172 0.017
N 1.505 0.794 -1.320 0.110
C 2.030 1.497 -0.239 0.389
S 2.384 0.784 1.285 0.854
C 2.142 2.899 -0.433 0.078
C 2.702 3.898 0.386 0.094
C 2.711 5.199 -0.070 -0.001
C 2.170 5.555 -1.314 0.107
C 1.588 4.584 -2.120 -0.007
C 1.587 3.286 -1.661 0.099
H 3.136 3.648 1.346 0.017
H 3.155 5.969 0.548 -0.003
H 2.203 6.585 -1.641 0.007
H 1.143 4.832 -3.075 -0.003
F 1.020 -3.286 -1.981 0.000
P 2.036 -4.694 -2.335 0.000
F 3.056 -3.658 -3.032 0.001
F 1.227 -4.805 -3.714 0.000
F 2.952 -5.943 -2.660 0.000
F 2.748 -4.411 -0.924 0.001
F 0.921 -5.567 -1.606 0.000
C 4.159 0.753 -5.320 0.000
C 3.157 -0.337 -5.724 0.004
C 2.414 -0.787 -4.558 0.024
N 1.829 -1.140 -3.639 0.005
H 4.709 1.079 -6.203 0.000
H 4.850 0.379 -4.570 0.000
H 3.628 1.602 -4.894 0.000
H 3.656 -1.208 -6.153 0.001
H 2.436 0.034 -6.454 0.001
C -5.160 -1.504 2.744 0.000
C -4.296 -1.444 1.473 0.000
C -2.993 -2.188 1.783 0.000
C -5.078 -2.193 0.387 0.000
C -4.088 0.055 1.059 0.000
O -5.393 0.666 0.984 0.000
C -3.300 0.901 2.081 0.000
C -1.768 0.969 2.021 0.000
C -1.186 1.572 3.275 0.001
C -1.442 2.897 3.616 0.000
C -0.913 3.456 4.768 0.000
C -0.116 2.673 5.587 0.000
Cl 0.556 3.369 7.038 0.000
C 0.161 1.355 5.270 0.001
C -0.378 0.810 4.112 0.002
C -3.626 0.315 -0.399 0.000
N -2.547 -0.467 -0.986 0.002
C -1.240 -0.396 -0.774 0.007
N -0.605 -1.207 -1.597 0.008
C -1.602 -1.765 -2.333 0.003
N -2.792 -1.335 -2.005 0.002
H -5.241 -2.546 3.057 0.000
H -6.174 -1.143 2.564 0.000
H -4.728 -0.956 3.583 0.000
H -3.228 -3.236 1.983 0.000
H -2.500 -1.798 2.675 0.000
H -2.268 -2.175 0.974 0.000
H -5.377 -3.170 0.773 0.000
H -4.491 -2.362 -0.510 0.000
H -5.983 -1.647 0.116 0.000
H -5.700 0.814 1.885 0.000
H -3.594 0.588 3.086 0.000
H -3.678 1.921 1.961 0.000
H -1.473 1.601 1.177 0.000
H -1.320 -0.011 1.874 0.000
H -2.055 3.511 2.966 0.000
H -1.106 4.487 5.029 0.000
H 0.796 0.763 5.914 0.000
H -0.147 -0.216 3.849 0.001
H -3.355 1.368 -0.489 0.000
H -4.484 0.142 -1.043 0.000
H -0.765 0.233 -0.048 0.000
H -1.427 -2.496 -3.104 0.000
```

As for the energy above the lowest of the compared OMol25 structures with the same formula, charge and spin: 0.00 kJ/mol. The calculation puts the maximum force at 0.661 eV Å⁻¹. The total charge is -1. As for the LUMO energy (spin up / spin down): 2.030 / -0.122 eV. As for the multiplicity: 4. The calculation puts the HOMO energy (spin up / spin down) at -4.11 / -6.03 eV.

=====

No. 3
Computed, not measured: a structure of composition C28H32CoFN9O4S3 at a distorted geometry, with ωB97M-V/def2-TZVPD.

Geometry as XYZ:
```
78
Properties=species:S:1:pos:R:3:lowdin_spin:R:1
Co 1.278 1.870 2.083 1.832
C 3.425 5.413 1.656 -0.020
C 3.044 4.180 2.373 -0.154
N 1.768 3.708 2.142 0.268
N 0.845 4.601 2.016 0.151
C -0.234 4.224 1.250 0.061
N -1.156 5.201 1.092 0.065
S -0.269 2.676 0.518 -0.036
C 3.770 3.619 3.385 0.038
C 4.844 4.319 3.986 -0.073
C 5.509 3.802 5.096 0.068
C 5.173 2.529 5.534 -0.059
C 4.121 1.804 4.997 0.065
N 3.400 2.420 3.985 -0.081
H 2.534 5.904 1.192 0.000
H 4.232 5.204 0.940 -0.009
H 3.818 6.184 2.397 -0.006
H -1.153 6.137 1.542 0.001
H -1.916 4.982 0.446 0.002
H 5.073 5.345 3.589 -0.005
H 6.279 4.342 5.621 0.005
H 5.739 2.146 6.383 -0.004
H 3.698 0.891 5.464 0.005
F -1.444 -4.454 0.364 0.000
C -1.016 -3.291 -0.402 0.000
C -0.350 -2.247 0.207 0.000
C 0.083 -1.172 -0.583 0.002
C 0.799 -0.119 0.037 0.004
O 0.742 0.097 1.306 0.040
C 1.532 0.752 -0.945 0.001
C 1.315 0.671 -2.274 -0.001
N 0.349 -0.204 -2.812 -0.001
C 0.119 -0.246 -4.226 0.000
C -1.267 0.290 -4.563 0.000
C -0.089 1.058 -5.005 0.000
C -0.187 -1.211 -2.027 0.000
C -0.928 -2.299 -2.568 0.000
C -1.278 -3.427 -1.794 0.000
N -1.934 -4.505 -2.387 0.000
C -1.104 -5.388 -3.190 0.000
C -1.937 -5.819 -4.449 0.000
N -3.451 -5.955 -4.153 0.000
C -3.625 -6.251 -2.687 0.000
C -3.208 -5.083 -1.846 0.000
C 2.492 1.775 -0.488 0.006
O 3.007 2.550 -1.368 0.024
O 2.833 1.800 0.787 0.092
H -0.126 -2.384 1.286 0.000
H 1.871 1.285 -2.984 0.000
H 0.490 -1.031 -4.845 0.000
H -1.821 0.604 -3.649 0.000
H -1.749 -0.188 -5.415 0.000
H 0.079 1.990 -4.467 0.000
H 0.213 0.859 -6.031 0.000
H -1.244 -2.243 -3.608 0.000
H -0.732 -6.299 -2.709 0.000
H -0.287 -4.798 -3.602 0.000
H -1.535 -6.807 -4.799 0.000
H -1.858 -5.073 -5.256 0.000
H -3.836 -6.720 -4.683 0.000
H -3.933 -5.062 -4.324 0.000
H -3.005 -7.133 -2.528 0.000
H -4.666 -6.534 -2.580 0.000
H -3.103 -5.412 -0.791 0.000
H -3.972 -4.286 -1.631 0.000
S -0.077 2.185 3.954 0.054
C -1.542 1.425 3.504 0.015
N -1.798 0.525 2.551 0.005
C -3.163 0.172 2.292 0.001
C -4.039 0.829 3.383 0.002
S -2.991 1.834 4.433 0.006
H -1.013 0.202 1.920 0.001
H -3.278 -0.943 2.244 0.000
H -3.528 0.523 1.316 0.000
H -4.529 0.086 4.060 0.000
H -4.801 1.536 3.010 0.000
O 2.268 0.458 3.923 0.361
N 2.428 1.575 3.403 0.274
```

As for the energy above the lowest of the compared OMol25 structures with the same formula, charge and spin: 302.21 kJ/mol. The calculation puts the maximum force at 4.570 eV Å⁻¹. The total charge is +2. As for the LUMO energy (spin up / spin down): -5.429 / -5.535 eV. As for the multiplicity: 4. The calculation puts the HOMO energy (spin up / spin down) at -11.58 / -11.73 eV.

=====

No. 4
Computed, not measured: a cluster of 2 separate species, C28H32F5N4O in total at a distorted geometry, with ωB97M-V/def2-TZVPD.

Geometry as XYZ:
```
70
Properties=species:S:1:pos:R:3:mulliken_charge:R:1
C -0.680 -2.683 1.473 -0.188
C -1.362 -3.781 2.266 -0.986
N -0.895 -5.119 1.771 -0.260
C -1.292 -5.263 0.335 -1.051
C -0.597 -4.190 -0.483 -0.269
N 0.184 -3.229 0.362 -0.201
C 1.252 -4.047 1.075 -0.617
C 0.621 -5.164 1.881 -0.552
H -1.405 -1.992 1.016 0.102
H 0.013 -2.131 2.137 0.441
H -1.082 -3.735 3.331 0.310
H -2.460 -3.710 2.182 0.387
H -0.998 -6.269 -0.008 0.287
H -2.386 -5.160 0.235 0.429
H 0.147 -4.655 -1.158 0.511
H -1.332 -3.595 -1.050 0.202
H 1.923 -4.445 0.304 0.408
H 1.779 -3.355 1.746 0.403
H 0.831 -5.052 2.956 0.331
H 0.939 -6.159 1.526 0.299
C 2.477 4.704 0.248 -0.966
N 1.556 3.588 0.384 0.238
C 0.924 3.295 1.562 0.184
O 1.131 3.826 2.649 -0.673
C -0.049 2.141 1.271 -0.006
C -1.512 2.557 1.344 -0.756
C -1.860 3.021 2.720 -0.147
C -1.943 4.382 3.022 0.125
F -1.770 5.296 2.034 -0.361
C -2.119 4.839 4.326 0.335
F -2.091 6.156 4.600 -0.276
C -2.284 3.906 5.356 0.660
F -2.411 4.332 6.630 -0.277
C -2.283 2.538 5.074 -0.017
F -2.458 1.645 6.071 -0.281
C -2.049 2.123 3.767 0.363
F -1.935 0.781 3.527 -0.255
N 0.399 1.703 -0.048 0.656
C -0.145 0.596 -0.602 0.363
C 0.335 0.005 -1.764 0.443
C 0.018 -1.262 -2.250 0.683
C 0.164 -1.539 -3.659 0.714
C -0.505 -2.633 -4.288 -0.410
C -0.306 -2.911 -5.641 -0.639
C 0.588 -2.148 -6.413 -0.420
C 1.204 -1.039 -5.834 -0.659
C 1.019 -0.743 -4.481 -0.294
C 1.371 2.622 -0.688 0.166
C 0.824 3.302 -1.949 -1.587
C 2.743 2.057 -1.108 -1.471
H 2.463 5.286 1.168 0.374
H 3.485 4.336 0.055 0.313
H 2.183 5.332 -0.594 0.332
H 0.121 1.348 2.020 0.326
H -1.706 3.370 0.626 0.454
H -2.139 1.700 1.078 0.529
H -0.924 0.083 -0.023 0.249
H 1.009 0.622 -2.351 -0.878
H -0.402 -2.008 -1.580 -0.403
H -1.180 -3.247 -3.684 0.338
H -0.812 -3.756 -6.102 0.393
H 0.789 -2.407 -7.457 0.387
H 1.881 -0.408 -6.414 0.394
H 1.582 0.087 -4.046 0.332
H -0.007 3.977 -1.704 0.358
H 1.640 3.888 -2.396 0.513
H 0.495 2.561 -2.680 0.366
H 3.349 1.771 -0.235 0.376
H 2.663 1.207 -1.783 0.332
H 3.278 2.856 -1.654 0.497
```

As for the energy above the lowest of the compared OMol25 structures with the same formula, charge and spin: 55.29 kJ/mol. The calculation puts the maximum force at 2.620 eV Å⁻¹. The total charge is +1. As for the LUMO energy: -4.956 eV. As for the multiplicity: 1. The calculation puts the HOMO energy at -10.61 eV.

=====

No. 5
Computed, not measured: the molecule C28H32N2O3, with ωB97M-V/def2-TZVPD.

Geometry as XYZ:
```
65
Properties=species:S:1:pos:R:3:mulliken_charge:R:1
C -7.725 -1.409 -1.079 -1.536
C -6.311 -0.923 -0.868 0.850
O -5.506 -0.929 -1.775 -0.597
C -5.967 -0.474 0.503 0.281
C -6.632 -0.965 1.624 -0.508
C -6.235 -0.615 2.900 -0.752
C -5.159 0.240 3.075 -0.596
C -4.491 0.758 1.983 -0.375
C -4.889 0.418 0.692 0.742
O -4.338 0.932 -0.422 -0.326
C -3.026 1.456 -0.402 -0.639
C -2.517 1.331 -1.848 0.117
O -2.624 0.005 -2.294 -0.636
C -1.064 1.815 -1.953 -1.382
N -0.239 1.330 -0.863 0.349
C 0.956 2.129 -0.660 -0.740
C 1.683 1.636 0.597 -1.010
N 2.048 0.232 0.553 0.085
C 3.199 -0.060 -0.294 0.048
C 4.417 0.727 0.143 -0.115
C 5.289 1.248 -0.803 -0.412
C 6.434 1.919 -0.411 -0.783
C 6.719 2.079 0.933 -0.403
C 5.853 1.564 1.883 -0.825
C 4.712 0.889 1.491 0.200
C 3.600 -1.517 -0.195 0.047
C 3.536 -2.193 1.017 0.226
C 3.955 -3.507 1.109 -0.848
C 4.452 -4.161 -0.007 -0.406
C 4.521 -3.492 -1.217 -0.799
C 4.096 -2.179 -1.309 -0.387
C 0.864 -0.549 0.230 -1.055
C 0.135 -0.066 -1.026 -0.673
H -7.829 -2.410 -0.663 0.350
H -7.928 -1.460 -2.146 0.378
H -8.441 -0.751 -0.594 0.411
H -7.453 -1.654 1.499 0.328
H -6.757 -1.014 3.757 0.387
H -4.840 0.511 4.071 0.389
H -3.664 1.436 2.128 0.430
H -2.377 0.872 0.256 0.415
H -3.022 2.506 -0.085 0.227
H -3.142 1.980 -2.486 0.414
H -3.541 -0.290 -2.154 0.503
H -1.071 2.907 -1.911 0.541
H -0.676 1.506 -2.938 0.369
H 0.663 3.172 -0.515 0.553
H 1.636 2.085 -1.530 0.291
H 2.578 2.238 0.763 0.544
H 1.012 1.763 1.452 0.385
H 3.006 0.170 -1.357 0.513
H 5.072 1.130 -1.856 0.379
H 7.104 2.320 -1.159 0.406
H 7.613 2.603 1.240 0.391
H 6.069 1.687 2.934 0.397
H 4.031 0.493 2.228 0.299
H 3.141 -1.685 1.882 0.326
H 3.896 -4.025 2.055 0.400
H 4.782 -5.186 0.066 0.391
H 4.904 -3.995 -2.093 0.406
H 4.151 -1.664 -2.258 0.377
H 1.144 -1.597 0.112 0.450
H 0.186 -0.463 1.085 0.415
H -0.770 -0.653 -1.181 0.655
H 0.779 -0.203 -1.913 0.140
```

As for the energy above the lowest of the compared OMol25 structures with the same formula, charge and spin: 74.93 kJ/mol. The calculation puts the maximum force at 0.636 eV Å⁻¹. As for the LUMO energy: 0.353 eV. As for the multiplicity: 1. The calculation puts the HOMO energy at -8.19 eV. Its SMILES is CC(=O)c1ccccc1OC[C@H](O)CN1CCN(C(c2ccccc2)c2ccccc2)CC1.

=====

No. 6
Computed, not measured: a cluster of 2 separate species, C28H32NO6 in total at a distorted geometry, with ωB97M-V/def2-TZVPD.

Geometry as XYZ:
```
67
Properties=species:S:1:pos:R:3:mulliken_charge:R:1
C -3.503 -3.924 0.580 -1.184
C -2.247 -3.958 1.398 -0.243
O -1.299 -3.240 0.593 -0.169
C -0.093 -3.216 1.189 0.184
C 1.027 -2.756 0.365 0.340
C 2.408 -2.932 0.933 0.091
C 2.700 -4.433 0.944 -1.349
C 2.578 -2.432 2.369 -1.440
C 0.867 -3.079 -1.069 0.854
O -0.127 -3.375 -1.713 -0.720
O 2.120 -3.088 -1.613 -0.279
C 2.139 -3.148 -3.050 -0.141
C 1.735 -4.478 -3.623 -1.164
O 0.021 -3.627 2.354 -0.785
H -4.321 -4.419 1.100 0.401
H -3.803 -2.888 0.391 0.263
H -3.369 -4.436 -0.381 0.257
H -2.366 -3.460 2.366 0.277
H -1.895 -4.987 1.551 0.284
H 3.108 -2.402 0.278 0.348
H 2.603 -4.840 -0.065 0.268
H 3.700 -4.621 1.338 0.439
H 1.926 -4.901 1.560 0.264
H 2.434 -1.350 2.465 0.221
H 1.835 -2.946 2.988 0.212
H 3.593 -2.670 2.712 0.468
H 1.450 -2.376 -3.401 0.096
H 3.174 -2.907 -3.293 0.360
H 1.859 -4.420 -4.706 0.403
H 2.326 -5.317 -3.237 0.281
H 0.674 -4.645 -3.412 0.272
C 0.617 4.578 5.229 -1.052
N 0.765 4.838 3.808 0.318
C 1.057 6.238 3.546 -1.023
C 0.557 3.855 2.829 -0.093
C -0.733 3.637 2.279 -0.239
C -0.929 2.672 1.316 -0.642
C 0.128 1.857 0.824 0.643
C -0.103 0.961 -0.297 0.219
C -0.825 1.356 -1.387 0.334
C -1.025 0.541 -2.632 -0.544
O -0.547 -0.552 -2.900 -0.553
C -1.862 1.393 -3.540 -0.009
C -2.045 2.664 -2.989 -0.159
C -2.723 3.661 -3.685 -0.401
C -3.230 3.353 -4.954 -0.425
C -3.048 2.067 -5.512 -0.487
C -2.357 1.078 -4.800 -0.286
C -1.357 2.736 -1.670 0.447
O -1.232 3.776 -1.018 -0.663
C 1.408 2.042 1.417 -0.760
C 1.625 3.036 2.365 -0.299
H 0.463 3.510 5.411 0.297
H 1.518 4.922 5.760 0.324
H -0.238 5.145 5.630 0.317
H 1.229 6.425 2.482 0.291
H 0.227 6.874 3.895 0.312
H 1.947 6.539 4.121 0.317
H -1.561 4.280 2.585 0.379
H -1.938 2.518 0.937 0.405
H 0.354 -0.029 -0.323 0.401
H -2.847 4.642 -3.234 0.472
H -3.768 4.106 -5.520 0.377
H -3.443 1.839 -6.498 0.381
H -2.193 0.075 -5.187 0.495
H 2.228 1.423 1.047 0.407
H 2.628 3.214 2.754 0.391
```

As for the energy above the lowest of the compared OMol25 structures with the same formula, charge and spin: 11.74 kJ/mol. The calculation puts the maximum force at 2.562 eV Å⁻¹. The total charge is -1. As for the LUMO energy: 1.344 eV. As for the multiplicity: 1. The calculation puts the HOMO energy at -3.18 eV.